{"formula": "C23H54BN4O13P3", "method": "ωB97M-V with the def2-TZVPD basis set", "elements": ["C", "O", "C", "C", "C", "C", "P", "N", "O", "N", "C", "O", "C", "C", "C", "O", "B", "O", "N", "C", "C", "C", "C", "C", "C", "C", "C", "N", "H", "H", "H", "H", "H", "H", "H", "H", "H", "H", "H", "H", "H", "H", "H", "H", "H", "H", "H", "H", "H", "H", "H", "H", "H", "H", "H", "H", "H", "H", "H", "H", "H", "H", "H", "H", "C", "O", "P", "O", "O", "C", "O", "C", "H", "H", "H", "H", "H", "H", "H", "H", "H", "C", "O", "P", "O", "O", "C", "O", "C", "H", "H", "H", "H", "H", "H", "H", "H", "H"], "xyz": [[7.2572, 1.1581, 1.6160], [6.3932, 1.4239, 2.6991], [5.0436, 1.7003, 2.3243], [4.7868, 3.2094, 2.3855], [3.9147, 3.8928, 1.3034], [2.9698, 3.0703, 0.4000], [3.9902, 2.1904, -1.0045], [3.6260, 3.0960, -2.4000], [5.5638, 2.5883, -0.6544], [2.2553, 4.1264, -0.3914], [0.8679, 3.9839, -0.4309], [0.1525, 4.4444, -1.2852], [0.4973, 3.1389, 0.7899], [0.3130, 4.3351, 1.8321], [-0.6939, 4.1288, 2.9370], [-1.6790, 4.8125, 3.0672], [-0.9680, 2.5149, 0.6840], [-1.9471, 3.3449, 0.1796], [-1.3097, 1.1315, 1.0718], [-2.2399, 0.6223, 0.0402], [-2.0554, 1.1099, 2.3538], [1.7527, 2.2450, 0.9996], [1.8382, 2.1085, 2.5506], [1.7402, 0.7486, 0.5792], [1.0672, 0.2618, -0.7174], [0.7936, 1.2471, -1.8494], [0.8616, 0.5232, -3.2030], [0.5449, 1.3469, -4.3532], [8.1638, 0.7188, 2.0284], [6.8320, 0.4459, 0.9068], [7.5432, 2.0847, 1.1131], [4.8718, 1.2537, 1.3427], [4.4551, 1.1460, 3.0500], [5.7640, 3.6885, 2.4003], [4.3562, 3.4339, 3.3608], [3.3056, 4.6564, 1.7910], [4.5771, 4.4514, 0.6406], [3.9491, 4.0615, -2.3723], [4.1452, 2.6609, -3.1592], [5.7599, 3.4999, -0.9050], [2.5463, 5.0796, -0.2275], [-0.0519, 5.1917, 1.2670], [1.2649, 4.6233, 2.2750], [-0.4979, 3.3400, 3.6876], [-1.8925, 3.4336, -0.7782], [-2.2774, -0.4649, 0.1183], [-3.2643, 0.9772, 0.2020], [-1.9517, 0.9353, -0.9602], [-2.7326, 0.2618, 2.3895], [-1.3548, 1.0786, 3.1891], [-2.6491, 2.0235, 2.4805], [2.2486, 2.9799, 3.0528], [0.8523, 1.8799, 2.9455], [2.4658, 1.2674, 2.8329], [2.7834, 0.4329, 0.5673], [1.2967, 0.1835, 1.3951], [0.1222, -0.2078, -0.4562], [1.6698, -0.5555, -1.1226], [1.4870, 2.0807, -1.9270], [-0.2188, 1.6599, -1.7888], [1.9005, 0.1861, -3.3050], [0.2626, -0.3870, -3.1966], [-0.4318, 1.3213, -4.6014], [0.8853, 2.2919, -4.2581], [-4.5045, 0.8460, -3.8364], [-3.5239, -0.0423, -4.4123], [-3.3312, -1.5449, -3.8314], [-2.0164, -1.8920, -4.4040], [-4.5931, -2.2362, -4.5479], [-4.6350, -2.2488, -5.9774], [-3.3966, -2.3522, -2.4641], [-3.4886, -3.7867, -2.5566], [-4.4957, 1.7582, -4.4263], [-5.5018, 0.4028, -3.8779], [-4.2530, 1.0899, -2.8042], [-3.6328, -2.1710, -6.3978], [-5.2559, -1.4302, -6.3417], [-5.0826, -3.1949, -6.2737], [-2.7704, -4.1663, -3.2805], [-4.4967, -4.0943, -2.8222], [-3.2457, -4.1687, -1.5679], [-2.9367, -8.9708, 3.0380], [-2.6643, -8.1360, 1.8959], [-3.0680, -6.5922, 1.9218], [-3.0492, -6.0665, 0.5582], [-1.7872, -6.0967, 2.7918], [-0.4948, -6.1459, 2.1872], [-4.1373, -5.9062, 2.8555], [-3.9425, -4.5192, 3.1809], [-2.5207, -9.9503, 2.8222], [-2.4592, -8.5653, 3.9317], [-4.0088, -9.0683, 3.2026], [-0.5665, -6.1092, 1.1004], [0.0266, -7.0537, 2.4931], [0.0617, -5.2804, 2.5416], [-3.6891, -3.9508, 2.2877], [-3.1699, -4.4064, 3.9353], [-4.8924, -4.1693, 3.5762]], "forces_ev_per_angstrom": [[0.373, 0.207, 0.279], [-0.181, -0.317, 0.030], [0.796, -0.201, 0.071], [-0.294, 0.062, -0.038], [0.053, -0.590, 0.560], [-0.559, 1.820, -1.511], [-0.090, -1.521, 0.283], [0.840, 0.215, 0.102], [-0.237, 0.387, -0.077], [-0.126, 0.203, 0.353], [0.274, -0.828, -0.109], [0.034, 0.429, 0.188], [-0.361, 0.124, -0.607], [-0.040, 0.011, -0.307], [-0.228, 0.274, 0.381], [0.249, -0.147, -0.106], [0.438, -0.424, -0.473], [-0.213, -0.671, -0.016], [-0.855, 0.430, -0.080], [-0.385, -0.190, 0.443], [0.622, 0.590, 0.054], [0.218, -0.259, 2.099], [0.765, -0.187, -0.073], [-0.360, 0.025, -0.544], [0.090, 0.014, 0.000], [-0.400, -0.474, -0.536], [0.677, 0.195, 0.182], [-0.020, -0.359, -0.214], [0.011, -0.031, 0.100], [-0.132, 0.094, -0.103], [-0.097, -0.046, -0.273], [-0.214, 0.131, -0.070], [-0.226, 0.133, 0.018], [0.090, -0.021, -0.124], [0.000, -0.018, 0.072], [-0.056, -0.008, 0.077], [-0.016, 0.004, -0.110], [-0.479, 0.171, 0.044], [-0.227, -0.176, -0.093], [0.199, 0.070, 0.122], [0.186, 0.069, -0.416], [-0.126, 0.067, 0.062], [0.054, -0.092, 0.061], [0.110, -0.089, -0.115], [0.219, 0.702, 0.007], [0.134, -0.081, -0.248], [-0.011, 0.155, -0.044], [0.167, -0.246, -0.090], [0.123, -0.188, 0.062], [-0.041, -0.231, 0.105], [-0.270, -0.114, 0.012], [-0.192, 0.105, 0.069], [-0.098, 0.019, -0.025], [0.081, -0.016, -0.013], [0.094, 0.098, 0.017], [-0.216, 0.050, 0.014], [-0.053, 0.002, 0.050], [0.190, 0.063, -0.006], [0.016, 0.061, 0.217], [0.060, 0.244, 0.207], [0.022, -0.107, -0.020], [-0.239, 0.069, -0.115], [-0.057, 0.154, 0.065], [-0.151, 0.091, 0.060], [-0.155, 0.003, -0.173], [-0.653, 0.465, 2.723], [2.077, -2.857, -3.747], [0.004, 0.220, -0.079], [-0.165, -0.002, 0.351], [-0.089, 0.072, -0.085], [-1.073, 2.251, 0.995], [-0.019, -0.422, 0.239], [0.049, -0.027, -0.041], [0.023, -0.020, 0.009], [0.014, 0.000, -0.006], [0.019, 0.004, 0.043], [0.027, 0.033, 0.011], [-0.001, -0.003, 0.012], [0.020, 0.138, -0.060], [-0.020, 0.117, -0.058], [0.019, 0.066, 0.015], [0.165, -0.063, 0.106], [-2.255, -0.329, 0.591], [3.660, 2.066, -0.399], [-0.549, -0.234, -0.338], [-0.117, 0.293, -0.089], [0.031, -0.032, 0.065], [-0.782, -1.756, 0.206], [-0.247, 0.284, 0.074], [0.026, 0.024, -0.070], [-0.009, 0.043, -0.031], [0.002, 0.022, -0.021], [-0.016, 0.007, 0.002], [-0.019, -0.030, -0.031], [0.015, -0.003, -0.010], [0.044, -0.062, -0.033], [0.073, -0.115, -0.039], [-0.031, -0.057, -0.042]], "mulliken_charge": [-0.625, -0.506, 0.023, -1.079, -1.986, 1.604, 0.018, -0.386, -0.453, 0.179, -1.280, -0.615, 1.385, -1.036, -0.112, -0.503, 0.180, -0.633, 0.349, -1.380, -1.210, 2.018, -2.742, -2.297, -0.980, 1.124, -1.271, -0.624, 0.302, 0.299, 0.194, 0.124, 0.066, 0.499, 0.352, 0.693, 0.686, 0.282, 0.309, 0.286, 0.390, 0.333, 0.624, 0.451, 0.393, 0.625, 0.474, 0.119, 0.427, 0.259, 0.371, 0.413, 0.483, 0.310, 0.485, 0.892, 0.091, 0.786, -0.105, -0.462, 0.400, 0.425, 0.260, 0.286, -0.626, -0.230, 1.124, -0.706, -0.366, -0.728, -0.189, -0.672, 0.264, 0.337, 0.157, 0.349, 0.233, 0.245, 0.341, 0.267, 0.226, -0.660, -0.273, 0.887, -0.505, -0.315, -0.660, -0.347, -0.548, 0.239, 0.304, 0.285, 0.330, 0.227, 0.238, 0.274, 0.251, 0.265], "total_energy_ev": -85849.8905, "smiles": "COCCC[C@]1(P(N)O)NC(=O)[C@@](CC=O)(B(O)N(C)C)[C@@]1(C)CCCCN.COP(=O)(OC)OC.COP(=O)(OC)OC", "homo_ev": -8.34, "total_charge": 0, "orbital_gap_ev": 8.7}

{"formula": "C41H50GeKN10OS", "method": "ωB97M-V with the def2-TZVPD basis set", "elements": ["K", "N", "C", "N", "C", "N", "C", "C", "N", "C", "C", "N", "H", "H", "H", "H", "H", "S", "C", "C", "C", "C", "C", "C", "H", "H", "H", "H", "H", "C", "C", "C", "C", "C", "C", "C", "H", "H", "H", "H", "H", "H", "H", "C", "C", "C", "C", "Ge", "C", "C", "C", "C", "H", "H", "H", "H", "H", "H", "H", "H", "H", "H", "H", "H", "H", "H", "H", "H", "H", "H", "H", "N", "C", "C", "C", "N", "C", "N", "C", "C", "N", "C", "C", "C", "O", "C", "C", "C", "C", "N", "C", "H", "H", "H", "H", "H", "H", "H", "H", "H", "H", "H", "H", "H", "H"], "xyz": [[1.3043, -0.8690, -0.7600], [-2.0914, 2.5131, -2.2346], [-1.3052, 1.4399, -2.5003], [-0.4244, 1.2823, -1.5595], [-0.6218, 2.3958, -0.8135], [-1.6666, 3.1429, -1.1427], [0.2752, 2.7207, 0.3176], [0.0043, 3.9350, 0.9661], [0.8349, 4.4068, 1.9025], [1.8824, 3.6602, 2.1482], [2.1751, 2.4404, 1.5229], [1.3588, 1.9602, 0.6114], [-2.6840, 3.0045, -2.8818], [-1.4766, 0.7104, -3.3181], [-0.8842, 4.4504, 0.6083], [2.6482, 3.9765, 2.8849], [3.0037, 1.8041, 1.7956], [0.0163, -1.8833, -3.6408], [0.6263, -3.3427, -2.9278], [1.9708, -3.6543, -3.0078], [2.5541, -4.6695, -2.2209], [1.7178, -5.5383, -1.4500], [0.3680, -5.2509, -1.4221], [-0.1749, -4.1783, -2.1125], [2.5584, -3.0553, -3.6885], [3.6198, -4.8595, -2.2959], [2.1327, -6.3971, -0.8730], [-0.2733, -5.9673, -0.8322], [-1.2353, -3.9359, -2.0778], [-2.0380, 0.8811, 2.9287], [-1.0755, 1.6004, 3.9172], [0.3016, 1.2175, 4.0082], [1.1329, 1.8537, 4.8608], [0.7389, 2.9770, 5.5972], [-0.5923, 3.3231, 5.5251], [-1.5001, 2.5890, 4.6972], [-1.6751, 0.9918, 1.9016], [-3.0456, 1.3297, 2.8842], [0.7364, 0.2871, 3.5212], [2.1549, 1.6276, 4.8443], [1.4494, 3.5003, 6.1347], [-1.0413, 4.2499, 5.9036], [-2.4912, 2.9118, 4.7145], [-4.8249, -5.0122, 5.0119], [-4.3627, -3.5650, 4.9968], [-4.6190, -2.8784, 3.6350], [-4.2077, -1.4009, 3.4846], [-2.2686, -1.0293, 3.2734], [-1.4394, -2.2001, 1.8264], [-1.9568, -1.8944, 0.3801], [-3.3044, -2.6333, 0.1617], [-3.8300, -2.3571, -1.2489], [-4.5376, -5.5729, 5.8912], [-4.3474, -5.5742, 4.1360], [-5.8651, -5.1007, 4.7182], [-3.2979, -3.3794, 5.2627], [-4.8777, -2.9730, 5.7215], [-5.7356, -2.9549, 3.4089], [-4.2655, -3.5430, 2.8648], [-4.4930, -0.8266, 4.3329], [-4.7042, -0.9726, 2.6097], [-1.5194, -1.6174, 4.5187], [-1.7113, -3.2175, 2.0799], [-0.3707, -2.0121, 2.0279], [-1.3072, -2.2980, -0.4499], [-2.0116, -0.7815, 0.3766], [-4.1064, -2.5137, 0.8455], [-3.1193, -3.6732, 0.1603], [-4.2607, -1.3582, -1.3782], [-4.5007, -3.1764, -1.5808], [-3.0555, -2.5553, -2.0221], [2.2110, -2.1806, 2.3073], [3.1239, -1.4387, 2.2798], [4.2335, -0.5708, 2.3106], [5.1438, -0.5468, 1.2346], [5.8716, -0.5793, 0.3298], [4.4990, 0.0309, 3.5915], [4.7504, 0.4557, 4.6407], [2.0400, 0.1124, -5.8891], [2.3815, 1.5197, -5.5258], [1.3537, 2.1053, -4.6843], [0.1108, 2.3335, -5.4090], [0.0934, 3.3890, -6.4919], [1.5822, 3.0240, -3.6245], [0.7359, 3.8024, -3.2990], [2.8308, 2.9521, -2.8261], [3.6259, 1.8463, -2.6486], [4.7022, 1.8515, -1.7305], [4.9465, 3.0636, -1.1297], [4.2181, 4.1230, -1.2911], [3.1768, 4.0704, -2.0951], [2.8810, -0.2915, -6.4655], [1.1775, -0.0200, -6.5794], [1.7425, -0.4984, -5.0062], [2.4484, 2.0938, -6.3908], [3.3635, 1.4989, -5.0384], [-0.5168, 2.7353, -4.5952], [-0.3713, 1.4136, -5.7342], [0.4462, 4.2721, -6.0182], [-0.9564, 3.5884, -6.7704], [0.5374, 3.1216, -7.4652], [3.4773, 0.9591, -3.1965], [5.3814, 1.0643, -1.4950], [5.8302, 3.2044, -0.5669], [2.5601, 4.9847, -2.2087]], "forces_ev_per_angstrom": [[-0.122, -0.058, -0.082], [0.114, -0.643, -1.119], [-1.354, -1.162, -1.150], [0.448, 0.581, -0.129], [0.231, -0.309, 1.667], [1.255, -0.095, 0.227], [0.089, 0.855, 0.257], [0.681, -1.088, -0.321], [-0.720, 0.307, -0.309], [1.981, -0.443, 0.868], [-0.927, 0.303, 0.103], [-1.232, -0.051, -1.039], [-0.232, -0.160, 0.086], [0.107, 0.736, 0.606], [0.256, 0.389, 0.585], [-0.814, 0.208, -0.329], [0.294, 0.190, 0.124], [-0.375, 0.394, -0.121], [-0.860, -0.171, 0.924], [1.277, -0.858, 0.737], [-1.226, -0.731, -0.241], [1.617, 0.675, -0.362], [-1.021, -1.230, 0.729], [-0.005, 0.274, -0.378], [0.332, 0.039, 0.096], [-0.058, 0.044, 0.066], [-0.315, 0.890, -0.564], [0.462, 1.071, -0.659], [0.138, -0.243, 0.130], [0.508, 0.640, 0.454], [0.565, -2.741, -2.233], [-0.907, -1.954, -0.740], [-0.014, 1.331, 0.246], [-2.008, -1.032, -1.097], [-0.955, 0.298, -0.770], [1.606, 1.949, 1.973], [0.272, -0.075, 0.064], [0.400, 0.037, 0.411], [-0.907, 1.304, 0.141], [1.392, -0.696, 0.222], [1.178, 1.115, 1.108], [0.601, -0.413, 0.473], [-1.580, 0.395, -0.241], [1.313, -0.654, -2.175], [0.800, 0.984, -0.732], [-1.969, -0.269, 0.140], [0.767, -0.894, -0.813], [0.274, -1.825, -0.476], [-0.471, 1.118, 0.020], [0.075, -0.344, 1.317], [0.728, 1.250, -2.039], [0.198, -1.178, -1.073], [-0.354, 0.022, 0.345], [-0.168, 0.718, 1.085], [-0.444, 0.094, 0.660], [-0.412, -0.715, -0.210], [-0.653, 0.275, 0.789], [0.955, 0.234, 0.572], [0.866, 0.023, -0.513], [-0.575, 0.463, 0.858], [-0.017, 0.032, 0.062], [-0.199, 0.550, -0.092], [0.334, -0.353, 0.230], [-0.226, -0.412, -0.457], [-0.306, 0.705, 0.881], [-0.267, -0.605, -0.900], [-0.429, 0.710, 1.072], [0.624, -1.351, 0.313], [0.003, -0.292, -0.103], [-0.542, 0.742, 0.538], [0.097, 0.857, 0.577], [1.292, 1.404, -0.331], [-1.275, -1.274, -0.013], [-0.245, 0.304, 0.919], [0.255, -0.121, -0.142], [-0.337, 0.172, 0.327], [0.469, -0.305, -0.521], [-0.293, 0.048, -0.462], [-0.725, -1.382, -0.564], [0.266, -0.870, 1.612], [0.356, 1.294, 0.502], [-1.245, 0.102, 1.419], [-0.918, -0.628, -0.774], [0.714, -2.384, -1.804], [-1.441, 1.494, 0.565], [0.224, -0.142, 0.015], [1.503, -0.806, 1.247], [-1.152, 0.943, -0.999], [0.599, -1.003, -0.154], [-0.792, 2.040, 0.000], [-0.827, 1.175, -0.057], [-0.010, -0.312, 0.407], [0.349, 0.513, 0.373], [0.636, 0.242, -0.537], [0.424, 1.224, -1.678], [-0.386, 0.383, -0.135], [-0.158, -0.204, -0.631], [0.416, -0.301, 0.013], [0.712, 1.053, -0.224], [0.204, -0.104, 0.303], [0.467, 0.200, 0.625], [-0.486, -0.992, -0.455], [-0.004, -0.831, -0.243], [0.775, -0.056, 0.905], [0.459, -0.630, 0.203]], "mulliken_charge": [0.686, 0.130, -0.938, 0.855, 0.208, -0.921, 0.283, -0.730, -0.609, -0.355, -0.576, 0.581, 0.308, 0.488, 0.556, 0.438, 0.311, -0.229, -0.371, -0.374, -0.501, -0.505, -0.273, -0.117, 0.377, 0.402, 0.318, 0.251, 0.159, -0.034, -0.111, 0.152, -0.492, -0.824, -0.432, -0.363, -0.506, 0.565, 0.139, 0.630, 0.550, 0.270, 0.495, -1.268, -0.234, -0.616, -1.283, 0.280, -0.765, 1.321, -0.664, -1.273, 0.385, 0.271, 0.308, 0.266, 0.304, 0.376, 0.225, 0.596, 0.502, -0.025, 0.536, 0.066, -0.524, -0.128, 0.166, 0.404, 0.317, 0.382, 0.152, -0.593, 0.208, 0.334, 0.184, -0.658, 0.208, -0.619, -0.981, -0.815, 0.826, -0.520, -1.465, -0.045, -0.656, 0.728, -0.231, -0.993, -0.562, -0.652, -0.323, 0.454, 0.319, -0.019, 0.378, 0.640, 0.063, 0.505, 0.320, 0.415, 0.342, 0.806, 0.607, 0.451, 0.379], "total_energy_ev": -143953.9536, "homo_ev": -4.51, "total_charge": -1, "orbital_gap_ev": 6.5}